# 1
DFT (ωB97M-V/def2-TZVPD) results for an isolated molecule of C3H4N4O at a distorted geometry.

The geometry in XYZ format:
```
12
C3H4N4O, DFT ωB97M-V/def2-TZVPD
H 0.060 -2.263 1.142
N -0.833 -1.953 0.570
C -0.735 -0.851 -0.094
C -1.952 -0.046 -0.363
N -3.000 0.502 -0.333
N 0.356 -0.130 -0.605
O 1.504 -0.796 -0.212
C 0.710 1.202 -0.247
N -0.062 1.719 0.635
H 0.487 2.621 0.859
H 1.585 -1.325 -1.105
H 1.879 1.320 -0.249
```

Strongest force on any atom in hartree/bohr: 0.098
Gap between HOMO and LUMO in eV: 10.3



# 2
DFT (ωB97M-V/def2-TZVPD) results for an isolated molecule of C17H17ClN2OS.

The geometry in XYZ format:
```
39
C17H17ClN2OS, DFT ωB97M-V/def2-TZVPD
C -4.431 -2.058 1.700
C -4.383 -1.523 0.274
C -2.969 -1.120 -0.150
C -2.470 0.178 0.517
N -2.432 1.297 -0.397
C -3.700 1.926 -0.694
C -1.315 1.810 -0.959
O -1.321 2.809 -1.657
C -0.033 1.101 -0.702
C 0.303 -0.196 -0.933
C 1.679 -0.448 -0.704
C 2.427 -1.647 -0.802
Cl 1.616 -3.089 -1.271
N 3.690 -1.736 -0.555
C 4.377 -0.631 -0.175
C 5.752 -0.754 0.084
C 6.483 0.339 0.473
C 5.874 1.591 0.617
C 4.534 1.744 0.371
C 3.761 0.644 -0.028
C 2.377 0.698 -0.309
S 1.333 2.076 -0.235
H -4.090 -1.312 2.414
H -3.797 -2.936 1.797
H -5.448 -2.340 1.964
H -4.742 -2.299 -0.404
H -5.055 -0.668 0.182
H -2.946 -0.981 -1.233
H -2.290 -1.939 0.091
H -1.472 0.034 0.933
H -3.139 0.449 1.339
H -4.354 1.235 -1.228
H -4.188 2.242 0.230
H -3.507 2.795 -1.319
H -0.383 -0.951 -1.267
H 6.203 -1.726 -0.033
H 7.540 0.239 0.670
H 6.467 2.440 0.923
H 4.051 2.705 0.476
```

Strongest force on any atom in hartree/bohr: 0.016
Gap between HOMO and LUMO in eV: 8.6



# 3
DFT (ωB97M-V/def2-TZVPD) results for a structure of composition C26H50CoNP3S at a distorted geometry.

The geometry in XYZ format:
```
82
C26H50CoNP3S, DFT ωB97M-V/def2-TZVPD
Co -0.427 0.847 -0.494
P 1.854 1.471 0.787
P -1.625 2.246 0.508
P 0.391 1.770 -2.172
H 0.803 -3.969 -0.270
C 1.869 -3.729 -0.279
C 2.501 -2.849 0.562
H 1.926 -2.117 1.163
C 2.701 0.778 2.293
C 1.875 3.258 1.253
C 3.345 1.380 -0.305
C -3.383 1.760 0.226
C -1.702 2.573 2.318
C -1.654 3.997 -0.041
C 1.634 0.828 -3.073
C 1.077 3.490 -2.204
C -1.005 1.902 -3.296
H 2.468 -4.101 -1.097
H 3.579 -2.690 0.536
H 2.615 -0.318 2.316
H 2.269 1.247 3.191
H 3.764 1.054 2.230
H 1.064 3.478 1.956
H 1.778 3.937 0.398
H 2.824 3.474 1.760
H 3.389 0.374 -0.739
H 4.255 1.531 0.291
H 3.329 2.130 -1.104
H -4.027 2.590 0.549
H -3.617 0.857 0.805
H -3.555 1.547 -0.836
H -2.210 3.529 2.509
H -0.712 2.617 2.784
H -2.282 1.773 2.782
H -2.445 4.509 0.520
H -1.881 4.040 -1.108
H -0.701 4.498 0.156
H 1.415 1.010 -4.131
H 1.666 -0.271 -2.907
H 2.555 1.316 -2.740
H 1.226 3.723 -3.268
H 2.038 3.564 -1.681
H 0.371 4.211 -1.770
H -0.792 1.401 -4.255
H -1.107 2.993 -3.416
H -1.927 1.476 -2.870
C -0.592 -2.346 -3.733
C -1.690 -2.095 -4.589
C -1.747 -2.688 -5.866
C -0.755 -3.584 -6.273
C 0.217 -4.004 -5.363
C 0.253 -3.423 -4.091
S -0.111 -1.571 -2.204
H -0.695 -0.130 -1.776
H -2.379 -1.330 -4.278
H -2.522 -2.380 -6.583
H -0.755 -3.994 -7.279
H 1.017 -4.693 -5.634
H 1.063 -3.617 -3.413
C 0.812 -2.426 3.785
N 0.205 -1.223 4.402
C 1.155 -0.602 5.410
C -0.304 -0.200 3.412
C -1.239 -0.849 2.457
C -2.244 -1.653 3.047
C -3.061 -2.486 2.297
C -2.951 -2.404 0.908
C -2.061 -1.491 0.317
C -1.230 -0.680 1.059
H 1.613 -2.122 3.115
H 0.032 -2.963 3.268
H 1.210 -3.018 4.609
H -0.625 -1.513 4.949
H 2.069 -0.274 4.874
H 0.648 0.260 5.897
H 1.398 -1.401 6.142
H -0.789 0.593 3.997
H 0.536 0.251 2.891
H -2.419 -1.622 4.133
H -3.849 -3.097 2.784
H -3.584 -3.006 0.262
H -2.155 -1.357 -0.766
```

Multiplicity: 5
Charge: +3
Strongest force on any atom in hartree/bohr: 0.107
Gap between HOMO and LUMO (spin up / spin down) in eV: 7.3 / 5.4



# 4
DFT (ωB97M-V/def2-TZVPD) results for a cluster of 2 separate species, C4H7ClS in total at a distorted geometry.

The geometry in XYZ format:
```
13
C4H7ClS, DFT ωB97M-V/def2-TZVPD
C 1.775 0.165 -1.733
C 1.219 0.512 -0.249
C -0.310 0.413 0.024
C 0.213 1.621 -0.124
H 2.803 -0.304 -1.643
H 1.729 1.178 -2.158
H 1.213 -0.626 -2.180
H 2.054 0.238 0.492
H -1.133 -0.144 0.452
H 0.108 2.725 -0.125
S -2.885 -1.918 1.678
Cl -2.677 -1.323 3.671
H -4.110 -2.536 1.895
```

Strongest force on any atom in hartree/bohr: 0.057
Gap between HOMO and LUMO in eV: 8.6



# 5
DFT (ωB97M-V/def2-TZVPD) results for the ion C3H7NO with charge -1 at a distorted geometry.

The geometry in XYZ format:
```
12
C3H7NO, DFT ωB97M-V/def2-TZVPD
C -1.319 -0.318 -0.016
C -0.185 0.655 0.720
C 1.244 0.552 -0.089
O 1.514 1.173 -1.124
N -0.856 -1.674 0.288
H -2.159 -0.189 0.574
H -1.436 0.091 -0.989
H -0.462 1.685 0.648
H -0.153 0.167 1.731
H 1.759 -0.395 0.294
H -0.777 -1.837 1.287
H -1.333 -2.515 -0.253
```

Multiplicity: 2
Charge: -1
Strongest force on any atom in hartree/bohr: 0.099
Gap between HOMO and LUMO (spin up / spin down) in eV: 3.7 / 7.2



# 6
DFT (ωB97M-V/def2-TZVPD) results for an isolated molecule of C3H9N3O at a distorted geometry.

The geometry in XYZ format:
```
16
C3H9N3O, DFT ωB97M-V/def2-TZVPD
C 2.031 -1.018 -1.580
O 0.663 -0.735 -1.369
N 0.592 -0.188 -0.049
C -0.664 0.109 0.171
C -1.846 0.317 -0.774
N -1.027 0.666 1.430
N 0.065 0.806 2.386
H 2.095 -0.805 -2.794
H 2.633 -0.189 -1.129
H 2.284 -2.127 -1.218
H -2.712 1.078 -0.376
H -2.364 -0.708 -1.071
H -1.456 0.825 -1.670
H -1.599 1.476 1.483
H 0.312 -0.147 2.649
H 0.968 1.036 1.806
```

Strongest force on any atom in hartree/bohr: 0.067
Gap between HOMO and LUMO in eV: 9.6



# 7
DFT (ωB97M-V/def2-TZVPD) results for a structure of composition C46H47BiF6N8O6PS7 at a distorted geometry.

The geometry in XYZ format:
```
122
C46H47BiF6N8O6PS7, DFT ωB97M-V/def2-TZVPD
Bi -0.446 -1.214 -0.007
F -3.914 -5.088 -2.751
C -2.599 -5.524 -2.705
F -2.584 -6.821 -3.129
F -1.835 -4.715 -3.483
S -1.863 -5.452 -1.005
O -1.601 -4.010 -0.689
O -2.797 -6.142 -0.149
N -0.545 -6.376 -1.077
S 0.877 -5.928 -1.828
O 1.783 -5.417 -0.745
O 0.828 -5.208 -3.076
C 1.516 -7.752 -2.209
F 1.977 -8.429 -1.120
F 2.514 -7.671 -3.114
F 0.484 -8.449 -2.784
N 0.565 0.631 0.868
S -0.124 1.846 1.431
N -1.205 2.744 0.680
S -1.531 3.169 -0.825
N -1.730 2.126 -2.045
S -1.065 0.782 -2.742
N -0.157 -0.238 -2.123
C -2.508 0.077 -3.419
C -3.637 0.855 -3.617
C -4.805 0.227 -4.078
C -4.843 -1.110 -4.372
C -3.726 -1.912 -4.094
C -2.579 -1.349 -3.542
C -0.270 1.389 -4.204
C 0.940 0.824 -4.625
C 1.449 1.062 -5.893
C 0.847 1.951 -6.734
C -0.320 2.612 -6.344
C -0.879 2.316 -5.086
C -3.098 4.044 -0.672
C -3.208 5.317 -0.137
C -4.473 5.859 0.086
C -5.640 5.172 -0.339
C -5.506 3.853 -0.776
C -4.221 3.268 -0.965
C -0.433 4.445 -1.546
C -1.044 5.273 -2.500
C -0.470 6.470 -2.820
C 0.695 6.922 -2.163
C 1.355 6.035 -1.334
C 0.852 4.717 -1.132
C 1.225 2.879 1.992
C 2.470 2.299 2.142
C 3.592 3.135 2.295
C 3.445 4.505 2.535
C 2.146 5.059 2.447
C 1.044 4.244 2.212
C -0.852 1.656 3.020
C -1.804 2.577 3.515
C -2.477 2.335 4.736
C -2.102 1.207 5.476
C -0.978 0.466 5.105
C -0.340 0.689 3.891
H -3.636 1.983 -3.505
H -5.661 0.831 -4.228
H -5.693 -1.627 -4.772
H -3.726 -2.990 -4.351
H -1.706 -1.890 -3.175
H 1.451 0.052 -3.983
H 2.365 0.541 -6.212
H 1.295 2.111 -7.704
H -0.756 3.377 -6.890
H -1.765 2.862 -4.735
H -2.323 5.876 0.207
H -4.539 6.813 0.553
H -6.600 5.656 -0.352
H -6.369 3.250 -0.983
H -4.166 2.216 -1.353
H -1.953 4.989 -3.002
H -1.017 7.042 -3.561
H 1.010 7.924 -2.284
H 2.330 6.329 -0.876
H 1.448 3.944 -0.682
H 2.617 1.256 2.080
H 4.625 2.776 2.212
H 4.322 5.093 2.786
H 1.952 6.111 2.605
H 0.033 4.651 2.175
H -2.037 3.403 2.811
H -3.188 3.006 5.172
H -2.627 0.973 6.393
H -0.691 -0.397 5.712
H 0.509 0.035 3.579
O 1.836 -2.681 -0.235
H 1.648 -3.664 -0.276
H 2.390 -2.622 -1.024
C 5.533 -1.928 4.318
N 4.943 -3.167 4.855
C 5.463 -4.411 4.253
N 5.274 -4.400 2.793
C 5.962 -3.162 2.319
N 5.419 -1.873 2.840
C 4.059 -1.683 2.377
P 2.993 -2.981 3.124
C 3.499 -3.058 4.873
C 3.917 -4.536 2.346
H 6.593 -1.845 4.574
H 4.971 -1.067 4.748
H 4.990 -5.258 4.731
H 6.543 -4.600 4.474
H 5.846 -3.191 1.220
H 7.041 -3.308 2.587
H 4.056 -1.744 1.262
H 3.665 -0.675 2.636
H 3.140 -3.995 5.378
H 3.174 -2.197 5.456
H 3.872 -4.447 1.278
H 3.484 -5.515 2.664
C -3.268 -4.011 2.455
O -3.374 -2.585 2.494
C -2.319 -1.850 2.165
S -0.727 -2.265 2.680
S -2.725 -0.537 1.124
H -4.243 -4.348 2.904
H -2.443 -4.321 3.091
H -3.114 -4.506 1.451
```

Charge: +1
Strongest force on any atom in hartree/bohr: 0.083
Gap between HOMO and LUMO in eV: 5.8



# 8
DFT (ωB97M-V/def2-TZVPD) results for an isolated molecule of C17H16ClF2NO2.

The geometry in XYZ format:
```
39
C17H16ClF2NO2, DFT ωB97M-V/def2-TZVPD
C -6.658 -1.233 0.598
C -5.555 -0.420 -0.069
C -4.222 -0.586 0.656
C -3.113 0.223 -0.008
O -1.922 0.005 0.725
C -0.779 0.606 0.321
C 0.358 0.338 1.089
C 1.577 0.892 0.769
C 1.698 1.720 -0.345
N 2.926 2.299 -0.711
C 4.168 1.758 -0.679
O 5.154 2.406 -0.955
C 4.239 0.290 -0.363
C 3.562 -0.615 -1.171
C 3.684 -1.973 -0.950
F 3.020 -2.834 -1.735
C 4.490 -2.441 0.083
F 4.609 -3.757 0.306
C 5.173 -1.553 0.893
C 5.051 -0.190 0.664
Cl 5.879 0.911 1.690
C 0.565 2.009 -1.095
C -0.663 1.461 -0.772
H -6.795 -0.914 1.628
H -7.599 -1.104 0.070
H -6.405 -2.290 0.597
H -5.834 0.636 -0.076
H -5.444 -0.741 -1.107
H -4.318 -0.261 1.693
H -3.929 -1.637 0.663
H -3.370 1.291 -0.003
H -2.981 -0.102 -1.049
H 0.253 -0.306 1.947
H 2.434 0.694 1.391
H 2.889 3.243 -1.077
H 2.937 -0.271 -1.981
H 5.794 -1.928 1.691
H 0.644 2.669 -1.947
H -1.519 1.707 -1.379
```

Strongest force on any atom in hartree/bohr: 0.012
Gap between HOMO and LUMO in eV: 9.0



- strongest force on any atom of number 8 (C17H16ClF2NO2)?
  0.012 hartree/bohr



Copy entry 1 word for word.
DFT (ωB97M-V/def2-TZVPD) results for an isolated molecule of C3H4N4O at a distorted geometry.

The geometry in XYZ format:
```
12
C3H4N4O, DFT ωB97M-V/def2-TZVPD
H 0.060 -2.263 1.142
N -0.833 -1.953 0.570
C -0.735 -0.851 -0.094
C -1.952 -0.046 -0.363
N -3.000 0.502 -0.333
N 0.356 -0.130 -0.605
O 1.504 -0.796 -0.212
C 0.710 1.202 -0.247
N -0.062 1.719 0.635
H 0.487 2.621 0.859
H 1.585 -1.325 -1.105
H 1.879 1.320 -0.249
```

Strongest force on any atom in hartree/bohr: 0.098
Gap between HOMO and LUMO in eV: 10.3



- Which of these has the lowest strongest force on any atom?
  C17H16ClF2NO2